[1]
Density functional theory data (wB97M-V/def2-TZVPD) for C22H26N2O4S in the gas phase.

Molar mass ... 414.5 g/mol
ΔE to the lowest compared entry with this formula, charge and spin ... 2.133 eV
Orbital gap ... 8.01 eV
SMILES ... CC(C)Oc1ccc(/C(O)=C2/C(=O)C(=O)N(CCN(C)C)[C@@H]2c2cccs2)cc1
Energy ... -1662.5875 Ha
Net charge ... 0

Atoms and positions in Å:
C -5.9781 0.2035 -3.1682
C -5.5323 0.6302 -1.7736
C -6.6790 0.5228 -0.7692
O -4.4647 -0.2433 -1.4167
C -3.6087 0.0751 -0.4248
C -3.5951 1.2668 0.2991
C -2.6383 1.4743 1.2717
C -1.6601 0.5197 1.5403
C -0.6291 0.8275 2.5329
O -1.0387 1.5272 3.5814
C 0.6982 0.5151 2.3899
C 1.6788 1.0154 3.3141
O 1.4479 1.6273 4.3547
C 3.0403 0.7102 2.7209
O 4.1334 0.9741 3.1695
N 2.8020 0.0918 1.5376
C 3.8483 -0.3239 0.6436
C 3.9596 -1.8634 0.5561
N 5.0258 -2.3702 -0.2730
C 6.3549 -2.0700 0.2140
C 4.8800 -2.0593 -1.6780
C 1.3997 -0.1530 1.2379
C 1.0065 0.4087 -0.0931
C 0.7929 1.7105 -0.4265
C 0.4323 1.8785 -1.7816
C 0.3826 0.7041 -2.4583
S 0.7801 -0.6327 -1.4579
C -1.6941 -0.6847 0.8352
C -2.6521 -0.9029 -0.1249
H -6.7911 0.8373 -3.5098
H -6.3150 -0.8293 -3.1459
H -5.1487 0.2815 -3.8660
H -5.1625 1.6646 -1.8167
H -6.3416 0.7678 0.2351
H -7.4800 1.2023 -1.0468
H -7.0639 -0.4940 -0.7627
H -4.3208 2.0425 0.1132
H -2.6315 2.3999 1.8265
H -0.2476 1.7364 4.1533
H 4.7742 0.0956 1.0437
H 3.6580 0.0936 -0.3508
H 3.0232 -2.2668 0.1576
H 4.1026 -2.2569 1.5666
H 7.0682 -2.6982 -0.3198
H 6.4111 -2.3050 1.2748
H 6.6470 -1.0201 0.0687
H 5.5731 -2.6821 -2.2435
H 3.8651 -2.2927 -1.9960
H 5.0936 -1.0071 -1.9182
H 1.2258 -1.2392 1.2308
H 0.8856 2.5216 0.2732
H 0.2197 2.8333 -2.2274
H 0.1407 0.5351 -3.4884
H -0.9906 -1.4676 1.0677
H -2.6873 -1.8315 -0.6721

---

[2]
Density functional theory data (wB97M-V/def2-TZVPD) for C3H7NO3 in the gas phase in a non-equilibrium geometry.

Molar mass ... 105.1 g/mol
ΔE to the lowest compared entry with this formula, charge and spin ... 4.823 eV
Orbital gap ... 11.13 eV
SMILES ... CC(C)(O)[N+](=O)[O-]
Energy ... -398.8604 Ha
Net charge ... 0

Atoms and positions in Å:
C -0.7279 0.0694 1.3407
C -0.0970 -0.2418 0.0032
C -0.6053 0.5558 -1.2299
O -0.1669 -1.7316 -0.2837
N 1.4093 0.0789 0.1224
O 1.6718 0.8663 0.9965
O 2.2078 -0.5227 -0.6217
H -0.7198 1.1810 1.5673
H -0.1096 -0.1587 2.1937
H -1.6501 -0.4824 1.4246
H -0.8896 1.6719 -1.1794
H -1.3363 -0.0567 -1.7600
H 0.3731 0.6785 -1.8481
H 0.6405 -1.9078 -0.7257